{"formula": "C18H45N3", "method": "wB97M-V/def2-TZVPD", "symbols": ["C", "C", "N", "C", "C", "C", "C", "H", "H", "H", "H", "H", "H", "H", "H", "H", "H", "H", "H", "H", "H", "H", "C", "C", "N", "C", "C", "C", "C", "H", "H", "H", "H", "H", "H", "H", "H", "H", "H", "H", "H", "H", "H", "H", "C", "C", "N", "C", "C", "C", "C", "H", "H", "H", "H", "H", "H", "H", "H", "H", "H", "H", "H", "H", "H", "H"], "coordinates": [[0.76037, 5.17945, -20.25768], [1.12197, 3.75223, -19.91461], [0.29364, 2.72703, -20.52335], [0.43584, 2.30483, -21.92043], [1.93879, 2.16215, -22.44006], [-1.01435, 2.52756, -19.92880], [-1.72991, 1.23769, -20.26042], [0.12058, 5.43109, -19.41184], [0.17367, 5.33483, -21.16307], [1.64782, 5.81233, -20.25616], [2.14048, 3.39470, -20.06598], [1.05225, 3.62168, -18.83470], [0.05891, 1.28984, -22.04613], [-0.19652, 2.83589, -22.63189], [2.46854, 3.10980, -22.53723], [2.58078, 1.68234, -21.70131], [2.05714, 1.64807, -23.39389], [-1.61763, 3.37929, -20.24298], [-0.87164, 2.41428, -18.85414], [-2.76403, 1.23722, -19.91594], [-1.45577, 0.34110, -19.70448], [-1.68037, 1.02342, -21.32801], [-6.70707, 1.79150, -20.29142], [-5.96590, 2.67906, -19.30131], [-5.22341, 1.99115, -18.24182], [-4.33232, 2.91297, -17.50741], [-3.36810, 2.24163, -16.47241], [-6.00059, 0.96768, -17.53175], [-7.13930, 1.57607, -16.69039], [-7.41689, 1.34228, -19.59682], [-6.01067, 1.15153, -20.83322], [-7.30902, 2.30516, -21.04103], [-5.30649, 3.22284, -19.97776], [-6.57315, 3.49043, -18.90002], [-3.64812, 3.57702, -18.03565], [-4.97123, 3.61689, -16.97413], [-3.74358, 1.31369, -16.04111], [-2.43163, 2.04599, -16.99479], [-3.20910, 2.76633, -15.53033], [-5.29965, 0.34447, -16.97641], [-6.47115, 0.26549, -18.21995], [-7.71598, 0.72670, -16.32421], [-7.79377, 2.38463, -17.01592], [-6.66097, 1.95858, -15.78873], [-5.75380, -3.99243, -16.07487], [-4.90312, -3.11101, -17.02733], [-4.57170, -3.81298, -18.26870], [-3.69725, -3.06064, -19.08539], [-2.29575, -3.18300, -18.45122], [-5.75666, -4.20732, -19.04727], [-5.43700, -5.12474, -20.24221], [-5.20639, -4.66040, -15.40985], [-6.67129, -4.30959, -16.57057], [-6.06633, -3.22498, -15.36674], [-5.61904, -2.37894, -17.40097], [-4.08923, -2.53906, -16.58173], [-3.70362, -3.41399, -20.11650], [-4.00335, -2.01505, -19.05144], [-1.48750, -3.13982, -19.18128], [-2.20059, -2.23773, -17.91691], [-2.03249, -3.99053, -17.76805], [-6.29611, -3.31979, -19.37802], [-6.51473, -4.85133, -18.60154], [-6.37283, -5.62894, -20.48325], [-4.63898, -5.85645, -20.11625], [-5.17056, -4.65041, -21.18673]], "forces_ev_per_angstrom": [[0.012, 0.249, 0.768], [0.129, -1.760, -0.598], [0.315, -1.630, -0.259], [1.664, -0.649, -0.174], [-0.464, 1.038, 0.930], [0.431, -0.328, -0.023], [-0.672, -0.744, -0.391], [-0.112, 0.847, -0.225], [0.272, -0.284, -0.147], [-0.166, 0.200, -0.024], [0.359, 0.766, -0.596], [-0.333, -0.004, 0.143], [-0.010, -0.100, 0.480], [0.124, 0.804, -0.220], [-0.378, 0.411, -0.262], [-0.396, -0.570, 0.137], [-0.446, -0.083, 0.092], [-0.721, 0.163, 0.553], [-0.045, 1.015, 0.250], [-0.391, 0.789, -0.418], [1.170, 0.054, -0.101], [-0.423, -0.180, 0.132], [-0.698, 0.095, 1.335], [1.095, 0.973, -1.045], [1.126, -0.320, -1.890], [-0.560, -0.513, 2.199], [-0.683, -0.574, -0.287], [-0.292, 1.442, -0.553], [0.925, -0.927, 1.765], [-0.277, -1.181, -0.899], [-0.228, -0.443, 0.438], [0.219, 0.492, 0.192], [0.906, 0.203, 0.530], [-0.706, -0.035, 0.239], [-0.487, -0.445, -1.251], [-0.215, 0.335, 0.403], [-0.125, -0.356, -0.564], [0.117, -0.155, 0.393], [0.199, 0.860, -0.464], [-0.295, 0.215, 0.487], [0.389, 0.176, -0.458], [-0.490, 0.132, -0.036], [0.231, -0.320, -0.814], [-0.067, 0.276, 0.237], [0.788, 2.234, 0.693], [-1.782, -1.061, -1.152], [-1.152, -2.056, 0.331], [1.491, -0.641, 0.426], [0.770, 1.746, -0.481], [0.461, -0.732, -0.511], [-0.096, 0.320, -1.028], [-0.090, -0.665, -0.758], [0.424, -0.597, 0.232], [-0.519, 0.015, 0.336], [-0.295, 0.944, 0.383], [0.223, -0.624, 0.020], [-0.052, 0.008, 0.148], [0.021, 0.528, -0.460], [-0.070, -0.047, -0.273], [0.527, -0.099, 0.476], [-0.813, -0.211, -0.170], [-0.221, 0.388, -0.299], [0.398, 0.483, 1.329], [0.108, -0.353, -0.018], [-0.183, -0.063, 0.681], [0.059, 0.548, 0.090]], "charge": 0, "total_energy_ev": -23862.170, "e_lumo_ev": 0.83, "smiles": "CCN(CC)CC.CCN(CC)CC.CCN(CC)CC", "de_lowest_kj_mol": 318.1}

***

{"formula": "C24H25BrI2NO5SiTi", "method": "wB97M-V/def2-TZVPD", "symbols": ["Ti", "Br", "C", "C", "C", "C", "C", "N", "C", "O", "O", "H", "H", "H", "I", "I", "C", "C", "O", "O", "H", "H", "H", "C", "C", "C", "C", "Si", "O", "C", "C", "C", "C", "C", "C", "C", "C", "C", "C", "C", "C", "H", "H", "H", "H", "H", "H", "H", "H", "H", "H", "H", "H", "H", "H", "H", "H", "H", "H", "H"], "coordinates": [[-0.76765, 1.67411, -1.17088], [2.81287, 0.30216, -1.48648], [2.62367, 2.12516, -1.06681], [3.77593, 2.90081, -1.00131], [3.65051, 4.24497, -0.70986], [2.38264, 4.76722, -0.49963], [1.30780, 3.91284, -0.58495], [1.40734, 2.60510, -0.86017], [-0.10611, 4.40514, -0.38940], [-0.34862, 5.56359, -0.17405], [-0.99370, 3.44437, -0.48867], [4.73631, 2.44268, -1.18213], [4.52899, 4.87418, -0.65585], [2.19825, 5.80801, -0.27615], [-3.21261, 1.31739, -1.78126], [-6.87616, 1.03359, -0.10348], [-0.91105, 2.18225, -4.85030], [0.11699, 1.35893, -4.12710], [0.97769, 0.71606, -4.66780], [0.02612, 1.42018, -2.79105], [-0.71164, 2.15621, -5.91739], [-0.89753, 3.20869, -4.48224], [-1.90482, 1.78591, -4.63818], [0.62491, -1.62024, 3.53039], [0.52896, -0.45930, 2.53324], [-0.34305, 0.63902, 3.16269], [1.92382, 0.10713, 2.25727], [-0.33926, -0.96350, 0.92715], [-0.53406, 0.46315, 0.07668], [0.61142, -2.12147, -0.20107], [1.60433, -2.99575, 0.24470], [2.27664, -3.83372, -0.63626], [1.96325, -3.81360, -1.98729], [0.96893, -2.96210, -2.45079], [0.30098, -2.13254, -1.56386], [-2.00965, -1.69371, 1.27370], [-3.15774, -0.90093, 1.35424], [-4.40361, -1.46424, 1.59372], [-4.50859, -2.83520, 1.77936], [-3.37874, -3.64116, 1.71544], [-2.14031, -3.07454, 1.45419], [0.95386, -1.24000, 4.50400], [1.34990, -2.37471, 3.22065], [-0.34089, -2.10946, 3.67486], [0.12213, 0.98586, 4.09196], [-1.34205, 0.27031, 3.40485], [-0.45420, 1.50045, 2.50106], [2.38916, 0.43207, 3.19507], [1.87015, 0.97463, 1.59498], [2.58004, -0.63179, 1.79197], [1.87334, -3.02134, 1.29330], [3.04824, -4.49839, -0.26718], [2.49098, -4.45956, -2.67798], [0.71977, -2.93295, -3.50373], [-0.46895, -1.47159, -1.94817], [-3.09485, 0.17020, 1.19994], [-5.28465, -0.83276, 1.59061], [-5.48128, -3.27765, 1.95575], [-3.46552, -4.71294, 1.84941], [-1.26862, -3.71728, 1.37028]], "forces_ev_per_angstrom": [[-0.116, 0.509, 0.130], [-0.050, 0.009, 0.059], [0.051, -0.203, -0.093], [-0.015, 0.049, 0.024], [-0.061, -0.030, -0.012], [0.080, 0.097, 0.023], [-0.172, -0.099, 0.025], [0.387, 0.275, 0.166], [-0.203, -0.042, 0.049], [0.112, 0.043, 0.039], [0.102, -0.163, -0.142], [-0.004, -0.015, 0.004], [-0.004, 0.009, 0.008], [0.003, -0.004, -0.004], [-0.188, -0.071, -0.082], [0.002, -0.004, 0.007], [-0.036, -0.020, -0.003], [0.127, 0.028, -0.025], [-0.048, -0.048, 0.017], [-0.130, -0.129, -0.272], [-0.012, 0.004, -0.003], [0.014, -0.007, 0.003], [-0.002, -0.005, 0.011], [-0.015, 0.008, -0.015], [0.008, -0.003, -0.013], [0.009, 0.001, -0.007], [-0.019, -0.004, -0.007], [-0.106, 0.021, 0.056], [0.236, -0.232, 0.056], [0.080, -0.078, 0.100], [0.016, 0.054, -0.030], [0.005, -0.001, -0.002], [0.001, 0.002, 0.001], [0.004, 0.020, 0.003], [-0.054, 0.027, 0.005], [-0.027, 0.028, -0.029], [0.038, -0.006, 0.008], [-0.030, -0.009, 0.023], [0.011, -0.002, 0.002], [0.007, -0.004, 0.002], [0.006, -0.004, -0.020], [0.005, 0.007, -0.003], [-0.021, -0.036, -0.015], [0.009, -0.005, 0.002], [-0.006, -0.002, 0.004], [-0.003, 0.007, 0.000], [-0.001, 0.002, 0.004], [0.001, 0.003, -0.004], [0.019, 0.010, -0.016], [0.020, 0.014, -0.011], [0.008, -0.003, 0.009], [-0.001, -0.001, 0.000], [-0.001, -0.001, 0.000], [0.002, -0.006, -0.002], [-0.018, 0.001, 0.000], [-0.023, -0.002, -0.010], [0.005, 0.011, -0.018], [-0.002, 0.001, -0.002], [0.000, -0.001, -0.002], [-0.004, -0.002, 0.000]], "charge": -1, "total_energy_ev": -154268.943, "e_lumo_ev": 1.22, "de_lowest_kj_mol": 55.9}